Arrangement a

This record from the Open Molecules 2025 dataset describes a structure of composition C2H3N3OS. The level of theory is the ωB97M-V functional and the def2-TZVPD basis.

CARTESIAN COORDINATES (ANGSTROEM)
C 0.187 0.996 0.196
C 0.201 0.121 -0.815
N -0.058 0.983 1.543
N -0.366 -1.510 0.956
N 0.207 -0.340 -2.060
O -0.606 -0.640 3.362
S -0.371 -0.508 1.976
H 0.365 2.077 0.017
H 1.006 -0.827 -2.478
H -0.566 -0.352 -2.696

As for the HOMO energy: -0.3444 Ha. The net charge is 0. The LUMO energy is -0.34 eV. As for the frontier orbital gap: 9.0 eV. As for the multiplicity: 1.

=====

Arrangement b

This record from the Open Molecules 2025 dataset describes a cluster of 2 separate species, C2H3N3OS in total. The level of theory is the ωB97M-V functional and the def2-TZVPD basis.

CARTESIAN COORDINATES (ANGSTROEM)
C -0.936 -0.387 0.005
C 1.672 1.747 -0.161
N -0.411 -2.707 0.253
N -0.894 -1.575 0.073
N 1.854 0.867 0.633
O 1.448 2.557 -0.974
S -1.997 1.010 0.121
H -0.584 -3.516 -0.355
H -1.273 1.787 -0.561
H 1.121 0.217 0.965

As for the HOMO energy (alpha / beta): -0.3343 / -0.3343 Ha. The net charge is 0. The LUMO energy (alpha / beta) is -0.09 / -0.09 eV. As for the frontier orbital gap (alpha / beta): 9.0 / 9.0 eV. As for the multiplicity: 1.

=====

Taking the most stable structure as the zero point, the relative energies in kJ/mol are arrangement a 188.9; arrangement b 0.0.

=====

Arrangement a

This record from the Open Molecules 2025 dataset describes a cluster of 9 separate species, C10H38N4O9 in total. The level of theory is the ωB97M-V functional and the def2-TZVPD basis.

CARTESIAN COORDINATES (ANGSTROEM)
C -3.033 0.534 -3.200
O -4.298 0.562 -2.507
H -2.453 -0.212 -2.652
H -3.102 0.374 -4.274
H -2.556 1.473 -2.910
H -4.430 -0.302 -2.115
C -0.982 -4.619 0.774
O -1.348 -3.250 0.872
H -0.604 -4.836 -0.226
H -0.303 -4.940 1.562
H -1.859 -5.267 0.859
H -0.946 -2.864 1.663
C -0.564 0.258 0.360
O -0.919 1.174 1.377
H -1.289 0.147 -0.453
H 0.292 0.692 -0.167
H -0.391 -0.731 0.760
H -0.992 2.109 1.123
C 2.091 -2.846 2.444
O 0.781 -2.323 2.654
H 1.945 -3.790 1.917
H 2.682 -2.169 1.828
H 2.532 -3.113 3.406
H 0.763 -1.644 3.333
C -1.420 -2.704 -2.661
O -0.565 -2.260 -1.604
H -1.301 -2.028 -3.503
H -1.044 -3.694 -2.941
H -2.460 -2.785 -2.339
H -0.872 -2.686 -0.774
C 3.387 2.147 -0.855
O 4.487 2.860 -0.315
H 2.594 2.862 -1.072
H 3.561 1.762 -1.869
H 3.032 1.334 -0.220
H 5.231 2.249 -0.332
C -3.579 2.085 3.989
O -4.366 2.074 4.938
N -2.316 1.575 4.053
N -3.933 2.554 2.751
H -1.982 1.201 4.918
H -1.834 1.416 3.179
H -4.834 2.967 2.616
H -3.364 2.396 1.943
C -0.383 4.202 -0.015
O -1.405 3.847 0.589
N 0.869 3.974 0.468
N -0.434 4.978 -1.132
H 0.848 3.407 1.303
H 1.605 4.618 0.262
H -1.344 5.311 -1.402
H 0.386 5.394 -1.522
C 4.362 -1.331 -1.806
C 2.936 -1.497 -1.296
O 2.122 -1.759 -2.409
H 4.763 -2.230 -2.278
H 5.056 -1.071 -1.004
H 4.391 -0.576 -2.594
H 2.629 -0.598 -0.750
H 2.920 -2.343 -0.598
H 1.239 -2.069 -2.148

As for the HOMO energy: -0.3330 Ha. The net charge is 0. The LUMO energy is 0.26 eV. As for the frontier orbital gap: 9.3 eV. As for the multiplicity: 1.

=====

Arrangement b

This record from the Open Molecules 2025 dataset describes a cluster of 9 separate species, C10H38N4O9 in total. The level of theory is the ωB97M-V functional and the def2-TZVPD basis.

CARTESIAN COORDINATES (ANGSTROEM)
C 9.056 -24.160 16.273
C 8.456 -24.722 17.538
O 9.199 -24.559 18.711
H 9.098 -23.089 16.345
H 8.595 -24.594 15.322
H 10.017 -24.629 16.275
H 8.418 -25.822 17.326
H 7.496 -24.163 17.629
H 8.637 -24.154 19.357
C 5.667 -27.142 15.205
O 6.012 -28.417 15.620
N 6.428 -26.435 14.430
N 4.500 -26.615 15.412
H 7.353 -26.750 14.118
H 6.256 -25.486 14.109
H 3.847 -27.098 16.020
H 4.134 -25.818 14.847
C 2.833 -25.931 12.632
O 3.094 -24.928 13.645
N 3.499 -27.017 12.677
N 2.004 -25.837 11.719
H 4.111 -27.177 13.539
H 3.357 -27.751 11.989
H 1.480 -24.963 11.642
H 1.881 -26.485 10.878
C 6.491 -25.947 11.154
O 5.287 -26.451 10.859
H 6.945 -26.207 12.054
H 6.415 -24.850 11.039
H 7.228 -26.255 10.434
H 4.751 -26.519 11.664
C 9.653 -27.415 14.551
O 8.999 -26.954 13.379
H 9.112 -27.138 15.478
H 10.612 -26.926 14.618
H 9.694 -28.509 14.533
H 9.565 -27.385 12.689
C 2.385 -28.448 16.563
O 2.474 -27.231 17.234
H 2.860 -28.439 15.556
H 1.306 -28.528 16.556
H 2.717 -29.274 17.185
H 1.839 -27.212 17.910
C 5.432 -23.365 14.869
O 6.293 -23.897 13.855
H 5.323 -22.282 14.610
H 5.934 -23.412 15.886
H 4.459 -23.756 14.857
H 5.781 -23.784 13.011
C 6.927 -29.510 12.952
O 7.173 -30.013 11.609
H 6.211 -28.709 13.005
H 7.804 -29.245 13.397
H 6.389 -30.341 13.359
H 7.836 -29.531 11.186
C 5.444 -26.359 18.770
O 4.676 -25.439 17.940
H 4.947 -27.360 18.854
H 5.525 -25.900 19.744
H 6.492 -26.558 18.362
H 4.835 -25.783 17.078

As for the HOMO energy: -0.3264 Ha. The net charge is 0. The LUMO energy is 0.18 eV. As for the frontier orbital gap: 9.1 eV. As for the multiplicity: 1.

=====

Taking the most stable structure as the zero point, the relative energies in kJ/mol are arrangement a 0.0; arrangement b 436.5.

=====

Arrangement a

This record from the Open Molecules 2025 dataset describes a cluster of 3 separate species, C4H11NO2 in total. The level of theory is the ωB97M-V functional and the def2-TZVPD basis.

CARTESIAN COORDINATES (ANGSTROEM)
N 2.202 0.224 -0.400
C 1.298 1.259 -0.328
C -0.021 1.128 -0.560
C -1.112 1.970 -0.041
C -2.183 2.303 -0.767
H 3.183 0.442 -0.331
H 2.014 -0.644 -0.872
H 1.625 2.158 0.172
H -0.334 0.246 -1.115
H -0.994 2.246 0.999
H -2.902 2.888 -0.197
H -2.387 2.037 -1.791
H -0.095 -1.840 2.321
H 0.954 -1.355 1.238
O 0.426 -2.106 1.546
H 0.145 -3.731 0.363
H -1.301 -3.440 0.099
O -0.518 -3.787 -0.336

As for the HOMO energy (alpha / beta): 0.0346 / -0.1657 Ha. The net charge is -1. The LUMO energy (alpha / beta) is 3.81 / 3.72 eV. As for the frontier orbital gap (alpha / beta): 2.9 / 8.2 eV. As for the multiplicity: 2.

=====

Arrangement b

This record from the Open Molecules 2025 dataset describes a cluster of 2 separate species, C4H11NO2 in total. The level of theory is the ωB97M-V functional and the def2-TZVPD basis.

CARTESIAN COORDINATES (ANGSTROEM)
C -0.751 0.838 -0.482
N 0.259 0.621 0.396
C 0.931 -0.651 0.478
C 0.661 -1.442 1.751
C 0.647 1.661 1.315
O -1.167 1.946 -0.790
H -1.286 -0.061 -0.813
H 0.681 -1.287 -0.368
H 2.002 -0.473 0.324
H -0.347 -1.194 2.110
H 1.301 -1.192 2.598
H 0.595 -2.514 1.581
H -0.072 2.477 1.305
H 1.616 2.085 1.038
H 0.710 1.262 2.326
H 0.124 -1.802 -2.548
H -0.816 -3.033 -2.382
O -0.802 -2.059 -2.381

As for the HOMO energy (alpha / beta): 0.0313 / -0.2218 Ha. The net charge is -1. The LUMO energy (alpha / beta) is 3.58 / 3.43 eV. As for the frontier orbital gap (alpha / beta): 2.7 / 9.5 eV. As for the multiplicity: 2.

=====

Arrangement c

This record from the Open Molecules 2025 dataset describes a cluster of 2 separate species, C4H11NO2 in total. The level of theory is the ωB97M-V functional and the def2-TZVPD basis.

CARTESIAN COORDINATES (ANGSTROEM)
N -0.358 -0.095 1.181
C 0.854 0.195 0.665
C 1.039 1.191 -0.462
C 1.830 0.453 -1.408
C -0.152 1.786 -1.229
O 1.759 -0.323 1.197
H -1.301 0.302 1.031
H -0.421 -0.859 1.902
H 1.552 2.059 -0.063
H 2.650 -0.146 -0.907
H 1.304 -0.367 -1.846
H 2.305 1.136 -2.195
H -0.478 2.991 -1.298
H -0.978 1.330 -0.745
H -0.252 1.384 -2.266
H -4.049 -3.536 0.538
H -3.245 -2.090 0.811
O -3.759 -2.587 0.225

As for the HOMO energy (alpha / beta): 0.0307 / -0.2328 Ha. The net charge is -1. The LUMO energy (alpha / beta) is 3.69 / 3.59 eV. As for the frontier orbital gap (alpha / beta): 2.9 / 9.9 eV. As for the multiplicity: 2.

=====

Arrangement d

This record from the Open Molecules 2025 dataset describes a cluster of 3 separate species, C4H11NO2 in total. The level of theory is the ωB97M-V functional and the def2-TZVPD basis.

CARTESIAN COORDINATES (ANGSTROEM)
N 0.509 0.945 -1.366
C 0.129 0.972 -0.044
C 0.959 -0.152 0.827
C -0.564 -0.105 0.689
C -1.307 -1.051 -0.224
H 0.220 1.775 -1.881
H 1.989 0.279 -1.721
H 0.210 1.882 0.561
H 1.379 0.267 1.750
H -1.147 0.242 1.595
H -0.933 -2.083 -0.213
H -1.183 -0.656 -1.210
H 1.511 -0.863 0.232
H 3.052 0.156 -2.754
O 2.663 -0.411 -2.066
H -3.094 0.557 2.667
H -2.366 -1.139 -0.003
O -2.472 -0.165 2.515

As for the HOMO energy (alpha / beta): -0.1125 / -0.1067 Ha. The net charge is -1. The LUMO energy (alpha / beta) is 3.63 / 2.54 eV. As for the frontier orbital gap (alpha / beta): 6.7 / 5.4 eV. As for the multiplicity: 2.

=====

Taking the most stable structure as the zero point, the relative energies in kJ/mol are arrangement a 131.0; arrangement b 0.0; arrangement c 101.0; arrangement d 227.3.

=====

Arrangement a

This record from the Open Molecules 2025 dataset describes a cluster of 2 separate species, Cl2HO3PS in total. The level of theory is the ωB97M-V functional and the def2-TZVPD basis.

CARTESIAN COORDINATES (ANGSTROEM)
O -1.072 -0.390 -0.489
O 0.141 -0.466 1.794
O 1.602 0.605 -0.985
P -0.482 0.477 0.673
S -1.483 1.979 1.451
Cl 0.977 -1.899 1.335
Cl 1.104 -0.214 -2.314
H -0.788 -0.093 -1.465

As for the HOMO energy: -0.3456 Ha. The net charge is 0. The LUMO energy is -2.31 eV. As for the frontier orbital gap: 7.1 eV. As for the multiplicity: 1.

=====

Arrangement b

This record from the Open Molecules 2025 dataset describes the molecule Cl2HO3PS. The level of theory is the ωB97M-V functional and the def2-TZVPD basis.

CARTESIAN COORDINATES (ANGSTROEM)
O 0.758 1.176 0.245
O -0.391 -0.487 -1.369
O -0.276 -1.002 1.282
P -0.517 0.253 0.031
S -2.157 1.216 0.196
Cl 1.010 -1.352 -1.954
Cl 1.148 -1.881 1.394
H 0.426 2.077 0.175

As for the HOMO energy: -0.3728 Ha. The net charge is 0. The LUMO energy is -1.62 eV. As for the frontier orbital gap: 8.5 eV. As for the multiplicity: 1.

=====

Taking the most stable structure as the zero point, the relative energies in kJ/mol are arrangement a 271.9; arrangement b 0.0.